ORCA calculation (ωB97M-V/def2-TZVPD) on a cluster of 3 separate species, C24H44BF3NO3Si in total in a non-equilibrium geometry.

```
! wB97M-V def2-TZVPD RIJCOSX def2/J DEFGRID3
* xyz -1 1
C -1.962 -0.954 -1.205
H -2.967 5.969 0.994
H 0.110 4.592 -0.905
C -1.810 9.228 1.360
C -3.565 0.952 1.543
H 3.260 -5.365 -3.371
H 0.094 6.825 0.192
N 0.132 -3.410 0.591
C -0.618 4.811 -0.123
C -4.753 1.605 1.762
Si -0.985 -0.644 0.458
H -0.760 9.065 1.606
B 0.516 -1.979 0.422
H 3.906 -1.815 -2.284
H -3.769 -2.897 3.026
H 2.727 -3.115 -4.063
H 3.277 -4.305 -1.984
F -3.299 -1.128 -1.012
O 1.823 -1.626 0.275
H -1.556 5.090 -0.613
H 4.610 -6.316 -4.998
H -1.185 5.343 2.545
C -5.494 -0.128 3.202
H 5.466 -2.226 -3.015
H 1.948 -0.695 0.513
C -5.706 1.093 2.588
H 6.274 -4.535 -4.355
C 6.112 -5.403 -3.711
C -0.105 5.924 0.784
C 0.994 -4.225 -0.299
H -6.215 -0.577 3.876
H 1.982 -4.318 0.176
H 5.721 -4.264 -1.934
H -5.014 -2.443 4.181
C 4.403 -2.084 -3.219
H -4.952 2.553 1.270
H -2.814 1.407 0.904
H -3.313 -1.946 4.463
H 0.117 -3.006 2.703
C -2.420 8.017 0.661
C -0.128 1.063 0.479
F -1.557 -2.127 -1.782
H -2.348 9.457 2.283
C 3.773 -3.332 -3.830
C 0.262 -3.821 1.987
H 1.229 -4.301 2.206
H -3.453 8.256 0.388
C -1.050 6.244 1.940
H 5.117 -5.902 -1.872
C -2.015 -1.026 2.003
F -1.797 0.009 -2.115
C -4.090 -2.104 3.706
H -0.510 -4.579 2.195
H 0.518 -5.204 -0.425
H -3.013 6.957 2.434
H -1.891 7.829 -0.277
H 4.258 -3.561 -4.783
H -2.222 -2.100 1.982
C -2.430 6.758 1.527
O -0.368 1.913 1.378
C -3.313 -0.256 2.151
O 0.708 1.213 -0.443
H 1.072 -3.703 -1.254
H 0.857 5.615 1.202
H 6.262 -6.813 -5.346
H -1.361 -0.832 2.864
H -6.651 1.593 2.780
H 4.309 -1.237 -3.901
H 5.436 -7.454 -3.924
H -0.781 3.893 0.445
C 5.569 -6.563 -4.541
H 7.096 -5.684 -3.323
C 5.218 -5.031 -2.530
C 3.816 -4.546 -2.903
C -4.303 -0.780 2.985
H -1.864 10.108 0.714
H -0.571 6.977 2.598
*
```

Gap between HOMO and LUMO = 7.25 eV
F_max = 0.0324 hartree/bohr
HOMO energy = -4.62 eV
Energy relative to the best compared isomer or geometry (same formula, charge and spin) = 6.7 kcal/mol
LUMO level = 0.09675 Ha